Density functional theory data (ωB97M-V/def2-TZVPD) for a 18-piece molecular cluster, C38H84Cl10N8O21 overall in a non-equilibrium geometry.

Geometry as XYZ:
```
161
Properties=species:S:1:pos:R:3:forces:R:3
Cl 3.882 2.355 1.767 -0.5 0.5 0.1
C 4.563 0.743 1.634 0.5 -1.0 0.7
C 4.868 0.150 3.024 1.0 0.2 -1.4
Cl 3.341 -0.188 3.846 0.0 0.2 0.6
H 5.480 0.886 1.062 -0.1 -0.5 0.0
H 3.865 0.056 1.157 0.1 0.4 -0.4
H 5.611 0.796 3.492 -0.8 0.3 0.9
H 5.404 -0.797 2.956 -0.3 -0.2 -0.5
Cl -3.595 -1.246 1.884 0.3 -0.1 -0.1
C -4.478 -2.800 1.714 -0.4 -0.2 -0.4
C -4.928 -2.978 0.246 0.0 0.3 0.7
Cl -6.025 -4.394 0.079 0.4 0.3 0.1
H -5.275 -2.692 2.448 -0.2 -0.3 -0.4
H -3.837 -3.637 1.991 0.2 0.2 0.1
H -4.048 -3.115 -0.382 -0.2 -0.2 0.0
H -5.477 -2.108 -0.116 0.0 -0.1 0.1
Cl -4.212 5.779 -2.454 0.3 0.4 0.2
C -2.856 6.529 -1.526 0.0 0.7 0.8
C -3.430 7.652 -0.563 -0.3 -1.6 -1.3
Cl -2.242 8.456 0.458 0.5 -0.1 0.0
H -2.137 6.942 -2.233 -0.2 0.0 0.0
H -2.387 5.703 -0.993 -0.1 0.2 0.2
H -4.151 7.150 0.083 0.0 0.3 0.0
H -3.901 8.417 -1.181 -0.1 -0.1 0.2
Cl 4.965 1.318 -2.171 -0.9 0.1 -0.8
C 3.592 1.235 -3.440 1.3 0.6 0.8
C 3.348 -0.210 -3.660 0.4 -1.0 0.4
Cl 1.939 -0.383 -4.676 -1.1 -0.3 -0.9
H 3.979 1.725 -4.333 -0.1 0.0 0.2
H 2.725 1.788 -3.078 0.2 -0.2 0.3
H 3.145 -0.773 -2.749 0.0 0.3 0.2
H 4.168 -0.718 -4.168 0.1 0.3 0.0
Cl -2.224 -2.490 -2.350 1.0 -0.5 0.2
C -0.873 -3.635 -2.853 0.3 0.6 -1.6
C 0.550 -3.347 -2.271 -1.9 0.2 -1.1
Cl 0.669 -3.909 -0.634 0.4 -0.1 0.9
H -0.779 -3.403 -3.914 0.1 0.3 -0.1
H -1.325 -4.625 -2.907 0.5 -0.1 1.1
H 0.688 -2.272 -2.391 0.0 0.1 0.7
H 1.349 -3.765 -2.883 -0.3 -0.5 0.0
C 0.894 2.627 4.025 0.4 -0.3 -0.4
N 0.235 2.342 5.319 0.2 1.0 1.6
O -0.446 1.307 5.384 1.0 2.2 0.7
O 0.514 3.190 6.244 -1.5 -3.1 -2.4
H 1.884 3.003 4.282 -0.1 -0.1 -0.3
H 0.336 3.334 3.410 -0.1 0.1 0.6
H 0.901 1.700 3.450 0.3 0.1 0.3
C -3.817 2.537 1.595 -0.6 1.3 -0.1
N -2.555 3.334 1.756 -0.4 -0.7 1.9
O -1.798 2.941 2.631 0.3 -0.3 -0.4
O -2.460 4.417 1.244 0.0 0.4 -0.9
H -4.328 2.696 2.545 0.2 -0.3 0.2
H -3.691 1.469 1.413 0.3 0.4 -0.2
H -4.409 3.115 0.885 0.2 -0.7 -0.4
C 3.381 -3.077 5.892 0.8 -0.5 0.2
N 4.201 -3.914 6.860 -0.9 -0.5 -0.2
O 4.292 -5.100 6.557 0.3 0.4 0.3
O 4.693 -3.399 7.836 -0.1 0.0 -0.3
H 2.560 -2.583 6.410 0.4 0.1 0.1
H 3.019 -3.780 5.142 0.1 0.3 0.0
H 4.141 -2.401 5.500 -0.5 0.3 -0.1
C 4.965 -5.569 3.176 0.2 -0.1 -1.3
N 3.588 -5.644 2.563 0.1 -1.4 0.2
O 2.826 -4.741 2.769 -0.4 1.0 0.2
O 3.296 -6.645 1.917 0.5 0.6 0.3
H 5.454 -6.488 2.852 0.0 0.0 0.6
H 4.935 -5.354 4.244 -0.3 -0.3 -0.2
H 5.463 -4.760 2.642 -0.1 0.2 0.1
C 0.009 -6.998 0.953 -0.7 0.9 -0.8
N -1.177 -6.768 0.036 -0.3 0.9 0.2
O -2.295 -6.644 0.559 1.8 -0.4 -1.2
O -0.895 -6.649 -1.154 -1.1 -0.3 0.8
H -0.140 -8.029 1.272 0.6 0.3 0.4
H -0.047 -6.189 1.681 -0.4 -0.6 0.6
H 0.886 -6.740 0.358 0.0 -0.8 0.0
C 1.197 6.025 -1.773 0.0 1.4 0.1
N 1.407 4.604 -1.454 0.6 -0.5 -0.3
O 2.543 4.167 -1.568 -0.7 0.2 0.0
O 0.439 3.956 -1.111 0.0 0.0 -0.1
H 2.108 6.577 -1.542 -0.1 -0.2 0.2
H 0.344 6.404 -1.210 0.2 -0.2 0.2
H 0.999 6.228 -2.826 0.0 -0.8 -0.1
C -0.435 6.316 3.203 -1.0 0.7 -1.4
N 0.906 6.078 2.587 -0.9 -1.7 -2.6
O 1.786 5.931 3.374 1.3 0.2 0.5
O 1.015 5.854 1.340 -0.6 1.0 2.8
H -1.124 6.649 2.428 0.4 0.4 -0.1
H -0.318 7.079 3.973 0.0 -0.5 0.1
H -0.918 5.374 3.463 0.8 -0.1 0.6
C 1.211 3.724 -7.185 -1.0 0.7 -1.0
N 2.050 3.238 -6.093 0.4 -1.2 0.7
O 3.251 3.084 -6.328 -1.5 0.3 0.7
O 1.452 2.960 -5.042 1.3 0.6 -1.3
H 0.174 3.440 -7.007 0.2 0.0 0.2
H 1.523 3.378 -8.170 0.4 -0.3 0.4
H 1.273 4.811 -7.217 0.1 0.0 0.2
C -0.065 0.269 0.930 0.3 -0.3 1.8
C -0.561 0.533 -0.425 -2.2 0.2 -1.2
C 0.643 0.458 -1.275 0.9 2.5 -0.3
O 1.580 -0.385 -0.637 0.3 -1.1 -0.2
C 1.019 -0.744 0.624 -0.4 -0.4 0.3
H -0.800 -0.206 1.580 -0.2 0.1 0.0
H 0.276 1.148 1.477 0.2 0.2 -0.4
H -1.099 1.471 -0.565 0.2 0.3 0.1
H -1.272 -0.216 -0.775 -0.1 -0.4 0.4
H 1.096 1.447 -1.212 0.2 0.3 -0.4
H 0.406 0.321 -2.331 0.4 -0.9 -0.1
H 1.784 -0.855 1.392 0.2 0.1 -0.2
H 0.481 -1.687 0.527 0.3 -0.2 0.0
C -6.530 0.894 -2.609 -0.1 -0.6 0.3
C -5.167 0.162 -2.447 0.0 0.6 0.1
C -4.618 0.716 -1.115 -0.2 -0.8 0.2
O -5.402 1.810 -0.743 -0.3 1.8 -0.7
C -6.703 1.635 -1.294 0.0 0.1 1.0
H -7.354 0.187 -2.700 0.0 -0.1 -0.3
H -6.549 1.547 -3.482 0.1 0.1 0.2
H -4.490 0.417 -3.263 -0.1 -0.2 -0.1
H -5.302 -0.918 -2.397 0.1 0.0 -0.1
H -3.578 1.040 -1.125 0.1 -0.1 -0.2
H -4.755 -0.009 -0.313 0.3 -0.5 0.0
H -7.274 2.562 -1.337 0.6 0.4 -0.3
H -7.229 1.117 -0.491 -0.5 -0.9 -0.4
C -3.553 2.728 -5.354 1.2 0.8 0.5
C -2.412 2.456 -4.331 0.4 0.8 -0.3
C -1.926 1.031 -4.641 -1.1 0.5 0.8
O -2.780 0.571 -5.690 0.4 -0.2 -1.0
C -3.221 1.687 -6.457 -1.1 0.7 1.4
H -3.418 3.759 -5.681 -0.1 0.0 -0.4
H -4.523 2.739 -4.855 -0.2 -0.8 -0.4
H -2.620 2.653 -3.279 -0.6 -0.4 0.0
H -1.637 3.206 -4.497 0.4 -0.2 -0.4
H -2.144 0.404 -3.776 0.2 -0.3 -0.1
H -0.854 0.997 -4.834 0.0 -0.1 -0.5
H -4.107 1.474 -7.054 0.0 -0.6 0.2
H -2.491 2.084 -7.163 0.5 -0.1 0.1
C -1.766 -2.780 4.912 1.2 1.7 0.7
C -0.435 -2.362 4.232 0.2 0.2 0.5
C -0.474 -3.055 2.900 -1.0 0.1 1.3
O -1.253 -4.257 3.211 -0.2 -0.7 -0.5
C -1.952 -4.206 4.496 0.4 1.8 -0.6
H -2.584 -2.110 4.645 0.0 -0.1 -0.5
H -1.651 -2.615 5.983 -0.1 -0.3 0.2
H 0.421 -2.752 4.782 0.0 0.1 0.4
H -0.325 -1.282 4.126 0.0 0.1 0.2
H 0.503 -3.284 2.475 -0.1 -0.5 0.2
H -0.954 -2.323 2.250 -0.6 -0.7 -0.6
H -1.536 -4.833 5.284 0.1 -0.6 -0.6
H -3.036 -4.292 4.418 0.1 -1.0 -0.5
C 5.614 -3.789 -1.359 0.6 -0.9 -0.2
C 4.279 -4.001 -0.717 -0.5 1.0 0.8
C 4.242 -2.799 0.275 0.6 -0.5 -0.8
O 5.651 -2.410 0.470 -1.3 0.5 0.6
C 6.490 -3.327 -0.198 -0.9 0.0 -0.7
H 5.502 -3.010 -2.113 0.4 0.0 -0.1
H 5.921 -4.743 -1.790 0.4 0.2 -0.4
H 4.212 -4.943 -0.174 0.0 -0.1 -0.2
H 3.489 -3.921 -1.464 -0.2 -0.2 0.3
H 3.756 -3.078 1.210 0.2 0.3 0.1
H 3.720 -1.973 -0.207 0.0 0.2 0.3
H 6.676 -4.156 0.484 0.5 -0.3 -0.1
H 7.393 -2.808 -0.521 0.1 -0.2 0.2
```
Positions in Å, forces in eV/Å.

E ... -220885.7965 eV
LUMO energy ... -0.0154 Ha
2S+1 ... 1
Strongest force on any atom ... 4.19 eV/Å
ΔE to the lowest compared entry with this formula, charge and spin ... 3.36 kcal per mole